Here is 2 unconnected molecules or ions with the total composition C2H5NOS at a distorted geometry from OMol25. Energies are from the ωB97M-V functional and the def2-TZVPD basis.

Calculated values
LUMO energy: -0.1 eV
gap between HOMO and LUMO: 0.36158 hartree
maximum force: 3.2 eV Å⁻¹
HOMO: -9.93 eV
energy above the lowest of the compared OMol25 structures with the same formula, charge and spin: 73.04 kcal per mole
calculated total energy: -16525.214 eV

Last columns: bonded neighbours and bond lengths (Å).
Geometry (Å):
1 C -0.429 -0.500 -1.301  C2 1.310, H6 1.190, H7 1.139
2 C -1.037 0.660 -1.255  C1 1.310, H8 1.108, H9 1.157
3 N 0.824 -0.352 1.151  S5 1.449, H10 1.021
4 O 1.437 0.413 3.449  S5 1.430
5 S 0.640 -0.404 2.587  N3 1.449, O4 1.430
6 H -0.793 -1.516 -0.800  C1 1.190
7 H 0.466 -0.569 -2.001  C1 1.139
8 H -0.792 1.505 -1.929  C2 1.108
9 H -1.838 0.719 -0.421  C2 1.157
10 H 1.522 0.043 0.519  N3 1.021



Here is 2 unconnected molecules or ions with the total composition C2H5NOS at a distorted geometry from OMol25. Energies are from the ωB97M-V functional and the def2-TZVPD basis.

Calculated values
LUMO energy (spin up / spin down): 0.5 / 0.5 eV
gap between HOMO and LUMO (spin up / spin down): 0.29972 / 0.29970 hartree
maximum force: 5.1 eV Å⁻¹
HOMO (spin up / spin down): -7.67 / -7.67 eV
energy above the lowest of the compared OMol25 structures with the same formula, charge and spin: 105.33 kcal per mole
calculated total energy: -16523.814 eV

Last columns: bonded neighbours and bond lengths (Å).
Geometry (Å):
1 C 0.609 -1.012 -0.595  N3 1.209, H6 1.128
2 C -1.453 -0.009 0.476  N3 1.381, H7 1.104, H8 1.150, H9 1.150
3 N -0.206 -0.319 -0.032  C1 1.209, C2 1.381
4 O 2.389 -0.011 -0.425  S5 1.545
5 S 1.983 1.237 0.390  O4 1.545, H10 1.411
6 H 0.680 -1.969 -1.187  C1 1.128
7 H -1.527 -0.406 1.503  C2 1.104
8 H -2.235 -0.599 -0.126  C2 1.150
9 H -1.447 1.139 0.544  C2 1.150
10 H 1.207 1.949 -0.549  S5 1.411



Here is a single C2H5NOS molecule at a distorted geometry from OMol25. Energies are from the ωB97M-V functional and the def2-TZVPD basis.

Calculated values
SMILES: NCC(O)=S
LUMO energy: 0.2 eV
gap between HOMO and LUMO: 0.33224 hartree
maximum force: 7.0 eV Å⁻¹
HOMO: -8.88 eV
energy above the lowest of the compared OMol25 structures with the same formula, charge and spin: 46.91 kcal per mole
calculated total energy: -16526.347 eV

Last columns: bonded neighbours and bond lengths (Å).
Geometry (Å):
1 C -0.621 -1.066 -0.131  C2 1.376, H5 1.069, H6 1.133, N8 1.527
2 C 0.389 -0.153 -0.334  C1 1.376, O9 1.309, S10 1.639
3 H -2.017 0.184 0.045  N8 1.004
4 H -1.409 -0.015 1.485  N8 1.084
5 H -1.003 -1.571 -0.992  C1 1.069
6 H -0.208 -1.785 0.641  C1 1.133
7 H 1.116 -1.595 -1.297  O9 1.071
8 N -1.831 -0.583 0.665  C1 1.527, H3 1.004, H4 1.084
9 O 1.442 -0.639 -0.940  C2 1.309, H7 1.071
10 S 0.387 1.331 0.361  C2 1.639



Q: The lowest maximum force belongs to which entry?
A: number 1



Q: maximum force of number 2 (C2H5NOS)?
A: 5.1 eV Å⁻¹